Entry from the OMol25 dataset: a single C13H22O2 molecule in a non-equilibrium geometry (wB97M-V/def2-TZVPD).

E_HOMO = -9.5 eV
charge = 0
DFT total energy = -17931.8592 eV
structure (SMILES) = C=C[C@@](C)(O)O[C@@H]1C[C@@H]2CC[C@H]1C2(C)C

Geometry (Å):
H1 -2.258 1.809 -2.067
H2 -1.552 -2.132 3.068
H3 0.586 -1.649 -0.095
H4 0.984 2.139 -3.067
H5 -2.122 -1.002 1.851
C1 1.019 -1.979 2.827
C2 0.090 -1.054 1.983
H6 0.637 1.771 -5.520
H7 -1.747 1.202 1.573
H8 0.628 -2.096 3.861
H9 1.997 -1.539 2.942
H10 -2.598 0.057 -1.961
C3 -1.317 -1.694 2.082
H11 0.791 -0.832 -2.301
C4 0.176 0.435 2.346
C5 -0.475 0.283 0.041
H12 2.322 0.607 2.778
C6 1.917 -0.075 0.753
C7 0.557 -0.757 0.552
C8 0.259 1.416 -3.406
C9 -0.700 1.138 1.254
H13 1.132 -2.941 2.344
C10 -0.483 0.627 -2.375
H14 -1.402 -0.214 -0.189
H15 -2.340 0.844 -3.502
H16 1.787 1.867 1.701
H17 -0.120 0.723 3.364
H18 -1.358 -2.484 1.352
C11 1.649 0.836 1.983
H19 -0.349 2.136 1.088
O1 -0.011 1.050 -1.071
C12 -2.002 0.835 -2.490
H20 2.230 0.551 -0.107
C13 0.085 1.199 -4.784
H21 2.716 -0.787 0.906
H22 -0.580 0.426 -5.172
O2 -0.146 -0.716 -2.539

These are the Löwdin partial charges, in e, on atoms 1 to 4: atom 1 (H): 0.10, atom 2 (H): 0.09, atom 3 (H): 0.15, atom 4 (H): 0.10

***

Entry from the OMol25 dataset: a molecular structure, C13H23AlF3NO9P in a non-equilibrium geometry (wB97M-V/def2-TZVPD).

E_HOMO = -3.6 eV
charge = -1
DFT total energy = -57805.0957 eV

Geometry (Å):
O1 1.234 -1.354 5.980
P1 2.537 0.932 -2.695
O2 -0.501 3.388 -1.209
H1 0.356 2.543 1.100
O3 0.075 -2.097 -2.750
C1 1.387 -1.255 4.627
H2 3.116 1.891 -0.707
H3 -1.940 2.253 -2.380
F1 0.155 4.397 -3.971
H4 -1.437 -2.668 0.666
C2 -1.473 3.451 -0.067
H5 1.845 -3.954 5.135
C3 0.578 -2.583 6.230
C4 0.630 3.146 -4.672
O4 1.760 -0.248 4.047
H6 0.946 -3.038 7.153
N1 2.824 -0.797 -3.168
H7 3.812 -0.839 -3.531
Al1 0.406 1.556 -3.394
H8 -1.004 3.380 2.165
H9 -2.507 2.950 -0.390
H10 -1.726 4.577 0.170
H11 -0.955 1.225 -1.144
H12 0.109 -4.102 4.764
H13 -0.091 0.762 2.951
H14 2.208 -1.047 -3.996
O5 -1.518 1.404 1.399
H15 1.456 0.182 1.218
C5 -0.796 2.678 1.250
H16 -1.430 0.228 -4.816
H17 0.268 -0.634 -5.071
H18 0.535 -1.460 1.365
O6 1.068 -2.428 4.006
C6 -1.911 -2.984 -0.377
C7 -0.863 2.125 -1.885
C8 0.907 -3.400 5.022
H19 0.117 -0.371 -0.116
C9 -0.686 0.357 2.011
H20 -1.423 -0.479 2.401
C10 -2.338 -1.631 -1.197
H21 -1.082 -3.632 -0.929
C11 0.422 -0.325 1.013
C12 -0.444 -0.119 -4.272
H22 -0.497 -2.397 6.329
O7 -2.284 -1.427 -2.652
O8 -2.840 -0.610 -0.455
F2 2.101 3.364 -4.893
C13 -0.909 -1.268 -3.149
O9 2.662 1.010 -0.944
F3 0.017 2.967 -6.013
H23 -2.877 -3.617 -0.158

These are the Löwdin partial charges, in e, on atoms 1 to 4: atom 1 (O): 0.06, atom 2 (P): 0.72, atom 3 (O): -0.27, atom 4 (H): 0.14

***

Entry from the OMol25 dataset: a molecular structure, C13H23BCoFN3O3S2Si in a non-equilibrium geometry (wB97M-V/def2-TZVPD).

E_HOMO (alpha / beta) = -14.5 / -14.4 eV
charge = +2
2S+1 = 4
DFT total energy = -95015.5313 eV

Geometry (Å):
O1 0.460 2.360 0.955
O2 -1.356 2.510 -0.272
H1 -2.374 1.000 4.420
C1 -0.409 -2.676 0.485
Si1 0.039 -0.887 0.955
H2 2.241 -0.832 -3.749
H3 -3.070 -1.222 0.898
C2 -1.033 -2.853 -0.900
H4 4.269 0.241 0.523
H5 2.180 0.173 1.557
H6 0.403 0.408 -1.208
H7 -0.441 -2.435 -1.719
H8 2.013 -1.116 -0.994
C3 -0.349 0.393 -0.409
H9 -2.076 -2.518 -0.901
F1 -1.096 -4.223 -1.152
C4 2.694 -1.038 -0.137
H10 -0.104 0.885 3.793
H11 2.263 -1.553 1.982
H12 0.471 -3.318 0.588
H13 4.490 -0.217 -1.150
H14 -4.218 -0.158 1.665
S1 3.019 1.698 -0.878
N1 1.731 1.222 -3.255
C5 -3.142 -0.280 1.445
N2 0.297 -0.120 -4.182
H15 -1.347 1.325 -4.226
O3 -0.227 -0.073 3.759
Co1 -5.430 1.616 3.767
H16 0.521 1.879 1.789
B1 -0.983 -0.387 2.606
C6 3.733 0.088 -0.422
S2 4.053 2.473 -3.477
N3 -2.435 -0.310 2.741
C7 -0.466 1.814 0.101
H17 0.410 2.967 -3.173
C8 2.899 1.771 -2.656
C9 -0.328 1.053 -3.997
C10 -2.803 0.929 3.422
H18 -2.571 1.807 2.802
C11 1.507 -0.041 -3.753
H19 -1.150 -3.035 1.212
H20 -1.283 0.092 -0.892
C12 1.937 -0.847 1.217
C13 0.605 1.932 -3.419
H21 3.271 -1.969 -0.120
H22 -3.936 0.896 3.547
H23 -2.882 0.578 0.810

These are the Löwdin partial charges, in e, on atoms 1 to 4: atom 1 (O): 0.05, atom 2 (O): 0.13, atom 3 (H): 0.11, atom 4 (C): -0.21